(1)
Below is a molecular structure, C18H54BaFeN2O16P, with properties calculated with ωB97M-V/def2-TZVPD.

Element x y z (Å)
Fe (-1.13215, -1.18908, -0.32172)
Ba (2.38883, -1.00906, -3.16431)
P (0.87932, 0.01481, -0.33281)
O (-0.44469, 0.75878, -0.00381)
O (0.42586, -0.78421, -1.62421)
O (0.73818, -1.26949, 0.52759)
O (2.17777, 0.72828, -0.64747)
C (5.42320, -0.88066, -0.58112)
O (4.45652, -0.29888, -1.44884)
H (5.77422, -0.14739, 0.15186)
H (5.02051, -1.72058, -0.01514)
H (6.33839, -1.12152, -1.11972)
H (3.76700, 0.13218, -0.90180)
C (3.99600, 2.13353, 1.97811)
O (3.31783, 2.85027, 0.93468)
H (4.40350, 2.92433, 2.60964)
H (3.32873, 1.49437, 2.55586)
H (4.84441, 1.57348, 1.57752)
H (2.89436, 2.17626, 0.37845)
C (-2.48221, -3.75673, 2.80543)
C (-1.75296, -3.07060, 1.63892)
C (-1.96695, -3.82291, 0.32823)
O (-1.34345, -3.14755, -0.78088)
C (-1.19131, -4.00556, -1.89608)
N (-2.07092, -1.62404, 1.55028)
H (-3.53220, -3.94223, 2.56908)
H (-2.36745, -3.20844, 3.73898)
H (-2.02319, -4.72517, 3.02365)
H (-0.70372, -3.19594, 1.91753)
H (-3.03334, -3.93981, 0.10532)
H (-1.52578, -4.80611, 0.50491)
H (-0.58577, -4.86855, -1.61261)
H (-0.66311, -3.46966, -2.68252)
H (-2.14312, -4.36230, -2.29351)
H (-3.07175, -1.51950, 1.73389)
H (-1.69072, -1.16937, 2.39001)
C (-3.86536, -0.84743, -3.50949)
C (-2.91004, -0.07148, -2.58725)
C (-3.02333, 1.43578, -2.59148)
O (-4.24939, 1.78753, -1.99727)
C (-4.47006, 3.18797, -1.95587)
N (-3.02522, -0.59647, -1.19422)
H (-3.63532, -0.59331, -4.54648)
H (-4.88820, -0.52388, -3.32161)
H (-3.71311, -1.91958, -3.40002)
H (-1.87228, -0.28425, -2.87296)
H (-2.96755, 1.88328, -3.59397)
H (-2.21141, 1.87404, -1.99020)
H (-4.45395, 3.58950, -2.97499)
H (-3.62891, 3.64587, -1.41935)
H (-5.40214, 3.40101, -1.44721)
H (-3.81540, -1.23801, -1.19446)
H (-3.37989, 0.14987, -0.58623)
C (0.73876, 0.55242, 4.07433)
C (0.67833, 2.04563, 3.85300)
O (-0.62402, 2.52617, 4.12631)
O (-0.16351, -0.15850, 3.20603)
H (0.41037, 0.29330, 5.07985)
H (1.73753, 0.12697, 3.94220)
H (1.03535, 2.34458, 2.86044)
H (1.33586, 2.56935, 4.55125)
H (-1.18299, 2.22661, 3.38420)
H (0.29286, -0.35907, 2.37679)
C (2.91446, -3.80694, 1.44026)
C (2.99978, -2.80612, 2.60335)
O (3.14572, -1.47355, 2.15976)
O (1.63726, -3.82029, 0.80143)
H (3.05351, -4.80466, 1.86637)
H (3.76491, -3.70648, 0.75884)
H (3.94976, -3.08363, 3.07562)
H (2.18170, -2.92353, 3.31813)
H (2.33160, -1.26908, 1.66774)
H (1.29210, -2.91159, 0.66615)
C (0.56677, 1.85888, -3.58597)
C (1.83281, 2.65932, -3.39174)
O (2.88045, 1.86864, -2.83006)
O (0.75209, 0.76639, -4.48022)
H (-0.21215, 2.52823, -3.97108)
H (0.12560, 1.57579, -2.62926)
H (1.56923, 3.51895, -2.76874)
H (2.18049, 3.06250, -4.34497)
H (2.46942, 1.53130, -2.00334)
H (0.49096, 0.99120, -5.37584)
C (-1.55918, 3.80759, 1.26722)
C (-0.28666, 4.02685, 0.46266)
O (-0.22511, 3.37485, -0.80310)
O (-1.83163, 2.44669, 1.64864)
H (-2.41886, 4.13419, 0.66470)
H (-1.57310, 4.46426, 2.13787)
H (0.63214, 3.81962, 1.02345)
H (-0.25814, 5.10689, 0.28340)
H (-0.29038, 2.42003, -0.58497)
H (-1.31237, 1.86484, 1.05898)

Its total charge is +1. The calculation puts the relative energy (zero: lowest compared OMol25 entry of this formula, charge and spin) at 0.0 kcal/mol. The calculation puts the largest force on an atom at 3.68 eV/A. The spin multiplicity is 5. For the molar mass, the calculation gives 778.775 g/mol. The frontier orbital gap (alpha / beta) comes out at 7.616 / 7.328 eV. The calculation puts the LUMO energy (alpha / beta) at -0.1305 / -0.1306 Eh.

(2)
Below is a molecular structure, C31H48O3P2Rh, with properties calculated with ωB97M-V/def2-TZVPD.

Element x y z (Å)
Rh (0.00416, -1.50709, 0.32292)
C (-0.75550, -3.18927, 1.47548)
C (-0.18258, -3.67978, 0.26060)
C (1.48047, -2.55443, 1.42850)
C (0.26663, -2.46263, 2.19360)
C (1.19991, -3.30758, 0.24331)
C (-2.15358, -3.42923, 1.92487)
H (-2.83244, -3.58678, 1.08227)
H (-2.50505, -2.56607, 2.51302)
H (-2.20845, -4.30944, 2.57738)
C (0.09573, -1.79141, 3.51794)
H (-0.92202, -1.38593, 3.61045)
H (0.83309, -0.99054, 3.64968)
H (0.23566, -2.52240, 4.32362)
C (2.81905, -2.01976, 1.81381)
H (3.27702, -2.64536, 2.58884)
H (2.72962, -1.00217, 2.20171)
H (3.47636, -2.01560, 0.94472)
C (2.16517, -3.64419, -0.84568)
H (2.55315, -4.66517, -0.74928)
H (3.02332, -2.96971, -0.82423)
H (1.68811, -3.58143, -1.82826)
C (-0.89708, -4.44664, -0.80497)
H (-0.90086, -5.52734, -0.61795)
H (-0.41980, -4.28178, -1.77356)
H (-1.94031, -4.12480, -0.85716)
C (-1.18431, 0.33925, 0.79642)
C (-2.11781, -0.54311, 0.23646)
C (-2.50389, -0.66098, -1.20507)
C (-1.35013, -0.36150, -2.19963)
C (0.00689, -0.89960, -1.81402)
C (0.99633, -0.17297, -1.10684)
C (0.80208, 1.23871, -0.59586)
C (-0.56505, 1.51322, 0.06790)
H (-3.37330, -0.01766, -1.41763)
H (-1.32295, 0.71674, -2.42148)
H (-2.86389, -1.68940, -1.37937)
H (-1.26334, 1.95002, -0.66176)
H (-1.20995, 0.39604, 1.89206)
H (-2.80465, -1.03013, 0.93717)
H (-0.42611, 2.30294, 0.81802)
H (1.58673, 1.43426, 0.15005)
H (2.03914, -0.51131, -1.21211)
H (0.97358, 1.96908, -1.40315)
H (-1.61693, -0.83781, -3.15073)
H (0.35560, -1.76780, -2.39239)
P (1.81111, 4.07908, -3.34259)
P (4.65452, 3.81231, -3.97911)
C (2.42167, 5.37650, -4.55462)
C (3.94014, 5.47603, -4.46246)
H (1.95483, 6.33835, -4.29857)
H (2.09386, 5.09251, -5.56781)
H (4.37789, 5.78240, -5.42328)
H (4.25004, 6.19929, -3.69067)
C (6.37182, 4.47673, -3.87229)
H (7.06911, 3.63515, -3.75932)
H (6.43744, 5.14471, -3.00122)
H (6.59756, 5.03635, -4.79539)
C (4.81480, 3.17603, -5.70602)
H (5.20044, 3.97386, -6.35747)
H (3.84710, 2.81897, -6.07902)
H (5.52758, 2.34106, -5.68826)
C (1.09900, 5.28244, -2.14380)
H (0.50206, 4.74704, -1.39358)
H (0.46991, 6.00588, -2.68208)
H (1.91781, 5.81444, -1.63914)
C (0.33175, 3.60882, -4.31835)
H (0.66773, 3.04838, -5.20117)
H (-0.20883, 4.51058, -4.63742)
H (-0.31838, 2.96858, -3.70825)
O (-2.53193, -2.91003, 5.40163)
C (-3.85321, -2.78351, 5.68854)
C (-4.51721, -3.76260, 6.45944)
C (-5.70621, -3.41596, 7.09138)
C (-6.30131, -2.16471, 6.82103)
C (-5.70631, -1.29589, 5.91044)
C (-4.48247, -1.58648, 5.29621)
C (-3.84834, -0.60979, 4.30912)
O (-4.12178, 0.57706, 4.57747)
O (-3.17310, -1.08386, 3.35534)
H (-2.22080, -3.77654, 5.71948)
H (-4.05058, -4.75136, 6.58870)
H (-6.18101, -4.11362, 7.78212)
H (-7.23405, -1.88423, 7.31882)
H (-6.19045, -0.34541, 5.67252)

Its total charge is +1. The calculation puts the relative energy (zero: lowest compared OMol25 entry of this formula, charge and spin) at 0.0 kcal/mol. The calculation puts the largest force on an atom at 4.35 eV/A. The spin multiplicity is 5. For the molar mass, the calculation gives 633.576 g/mol. The frontier orbital gap (alpha / beta) comes out at 6.654 / 3.200 eV. The calculation puts the LUMO energy (alpha / beta) at -0.0687 / -0.2203 Eh.

(3)
Below is 6 unconnected molecules or ions with the total composition C22H54N2O4, with properties calculated with ωB97M-V/def2-TZVPD.

Element x y z (Å)
C (-5.46054, -4.66541, -0.14510)
C (-4.23522, -3.81550, 0.02614)
N (-4.35113, -2.58900, 0.85187)
C (-5.10735, -1.58281, 0.10838)
C (-5.06399, -0.21804, 0.77264)
C (-4.78032, -2.78067, 2.25485)
C (-3.85487, -3.73895, 3.05081)
H (-5.23945, -5.56215, -0.72394)
H (-6.26916, -4.13416, -0.64711)
H (-5.77814, -5.00327, 0.84135)
H (-3.38642, -4.37353, 0.42143)
H (-3.87050, -3.50965, -0.95444)
H (-4.64351, -1.36833, -0.85440)
H (-6.13538, -1.88421, -0.09268)
H (-5.36145, 0.55180, 0.06062)
H (-5.71832, -0.17674, 1.64342)
H (-4.04105, 0.04139, 1.04541)
H (-5.81299, -3.12913, 2.27118)
H (-4.71541, -1.79669, 2.71926)
H (-3.79517, -4.70600, 2.55146)
H (-4.27020, -4.04761, 4.01015)
H (-2.88501, -3.25945, 3.18334)
C (2.63104, 7.41302, -4.22468)
C (3.51140, 6.18766, -4.54265)
N (3.81116, 5.27664, -3.48262)
C (4.59794, 5.96487, -2.38044)
C (4.38753, 5.30011, -1.04684)
C (4.50547, 4.09587, -4.03789)
C (3.67516, 3.16850, -4.89558)
H (1.95194, 7.60025, -5.05646)
H (3.15543, 8.35094, -4.04186)
H (2.01843, 7.17081, -3.35626)
H (2.99289, 5.72498, -5.38240)
H (4.41941, 6.63003, -4.95243)
H (5.65146, 5.97027, -2.66001)
H (4.27998, 7.00250, -2.27880)
H (4.85790, 4.32176, -1.14527)
H (4.86679, 5.87257, -0.25268)
H (3.34296, 5.08385, -0.82277)
H (4.87077, 3.50746, -3.19621)
H (5.34572, 4.42687, -4.64823)
H (4.22754, 2.24719, -5.08042)
H (3.57566, 3.61733, -5.88389)
H (2.67643, 3.01485, -4.48689)
C (-0.40736, 3.45456, 6.73987)
C (0.32167, 2.64565, 5.70943)
C (0.03680, 1.23706, 6.08537)
O (-0.44900, 1.22166, 7.43627)
C (-0.19649, 2.51252, 7.99032)
H (-1.46470, 3.59912, 6.51799)
H (0.01469, 4.44517, 6.90919)
H (1.38236, 2.89596, 5.72862)
H (-0.05938, 2.90914, 4.72278)
H (0.99872, 0.72842, 6.14938)
H (-0.62088, 0.75109, 5.36468)
H (0.83101, 2.49478, 8.35368)
H (-0.86118, 2.71302, 8.83061)
C (1.32485, -7.68251, -0.00134)
C (2.38473, -8.77126, 0.16633)
C (2.56010, -9.33905, -1.20695)
O (1.17444, -9.42720, -1.61372)
C (0.40069, -8.31517, -1.11623)
H (1.78439, -6.74350, -0.30984)
H (0.87295, -7.51283, 0.97594)
H (2.11680, -9.52274, 0.90902)
H (3.35000, -8.38749, 0.49660)
H (3.06125, -10.30463, -1.13902)
H (3.03479, -8.77768, -2.01170)
H (-0.58733, -8.54574, -0.71777)
H (0.32239, -7.59522, -1.93086)
C (-1.13822, 4.24143, -4.05050)
O (-0.57455, 4.42570, -2.78778)
H (-1.15838, 3.19709, -4.36204)
H (-2.16039, 4.61883, -4.02187)
H (-0.64029, 4.84804, -4.80693)
H (0.35835, 4.61496, -2.91212)
C (0.75768, -0.21389, -0.23883)
O (0.37555, -1.49528, 0.25153)
H (1.83705, -0.30822, -0.35785)
H (0.31858, 0.17272, -1.15852)
H (0.70055, 0.55643, 0.53022)
H (-0.57959, -1.54142, 0.33630)

The calculation puts the largest force on an atom at 2.41 eV/A. For the molar mass, the calculation gives 410.684 g/mol. The frontier orbital gap comes out at 8.809 eV. The calculation puts the LUMO energy at 0.0172 Eh. The structure (SMILES) is CCN(CC)CC.CCN(CC)CC.C1CCOC1.C1CCOC1.CO.CO.

(4)
Below is a molecular structure, C14H11N4OS3SbSr, with properties calculated with ωB97M-V/def2-TZVPD.

Element x y z (Å)
Sr (0.78007, 0.62850, -2.85560)
S (-0.43805, 5.57939, -4.70763)
Sb (0.90997, 3.75600, -4.68502)
S (1.94127, 3.30740, -2.61863)
S (-0.24830, 1.75036, -5.38177)
C (-1.82030, 1.21694, 1.87774)
N (-2.17211, 1.44439, 0.48482)
C (-3.38040, 1.92205, 0.10222)
C (-3.67241, 2.15919, -1.19065)
C (-2.65003, 1.86941, -2.15916)
N (-1.48703, 1.35001, -1.78500)
C (-1.18329, 1.17936, -0.47243)
O (-0.07676, 0.80900, -0.11477)
N (-2.85763, 2.11881, -3.44708)
H (-2.67395, 1.47825, 2.49961)
H (-0.96042, 1.82582, 2.14962)
H (-1.55434, 0.17263, 2.03148)
H (-4.08524, 2.11523, 0.90010)
H (-4.62785, 2.56356, -1.48532)
H (-3.68337, 2.61842, -3.72275)
H (-2.08078, 2.04316, -4.12222)
N (3.58033, -4.34853, 5.66285)
C (3.29358, -3.95571, 4.61984)
C (2.93298, -3.46780, 3.31773)
C (1.59492, -3.22438, 3.00550)
C (1.25117, -2.76205, 1.75223)
C (2.22689, -2.52975, 0.76994)
C (3.56656, -2.77625, 1.10329)
C (3.91669, -3.23667, 2.35652)
C (1.85352, -2.04966, -0.51768)
C (1.47283, -1.57716, -1.58337)
H (0.83209, -3.40104, 3.75273)
H (0.21724, -2.56264, 1.50535)
H (4.32746, -2.59535, 0.35649)
H (4.95469, -3.42092, 2.60104)

Its total charge is -1. The calculation puts the relative energy (zero: lowest compared OMol25 entry of this formula, charge and spin) at 0.0 kcal/mol. The calculation puts the largest force on an atom at 0.46 eV/A. The spin multiplicity is 2. For the molar mass, the calculation gives 556.850 g/mol. The frontier orbital gap (alpha / beta) comes out at 6.328 / 6.425 eV. The calculation puts the LUMO energy (alpha / beta) at 0.0794 / 0.0529 Eh.